Entry i
Entry from the Open Molecules 2025 dataset: 2 unconnected molecules or ions with the total composition C4H9NO3 (ωB97M-V/def2-TZVPD).

E_LUMO ... 0.94 eV
SMILES string ... [H]/N=C\OC.COC=O
E_HOMO ... -10.197 eV
Frontier orbital gap ... 0.40915 Eh
Molecular weight ... 119.12 g mol⁻¹

Geometry as ORCA input:
```
! wB97M-V def2-TZVPD RIJCOSX def2/J DEFGRID3
* xyz 0 1
H 0.593 -1.803 1.366
N 1.149 -1.736 0.512
C 0.537 -1.100 -0.388
O -0.952 -0.877 -0.250
C -1.727 -1.161 -1.414
H 0.860 -0.912 -1.412
H -2.441 -0.376 -1.674
H -2.317 -2.076 -1.325
H -1.089 -1.274 -2.296
C 1.622 1.380 1.287
O 0.899 1.217 0.070
C -0.572 1.342 0.176
O -1.196 1.860 -0.723
H 2.689 1.387 1.052
H 1.338 2.284 1.831
H 1.455 0.526 1.950
H -0.848 1.319 1.239
*
```

What are the Löwdin partial charges on each atom? They are as follows, in elementary charge units: 0.0695, 0.1269, -0.2242, -0.2059, -0.0965, 0.1335, 0.0851, 0.0867, 0.0852, -0.0980, -0.1754, -0.2763, 0.0801, 0.0970, 0.0889, 0.0736, 0.1501

---

Entry ii
Entry from the Open Molecules 2025 dataset: 2 unconnected molecules or ions with the total composition C4H9NO3 (ωB97M-V/def2-TZVPD).

E_LUMO ... 1.03 eV
E_HOMO ... -8.664 eV
Frontier orbital gap ... 0.35640 Eh
Molecular weight ... 119.12 g mol⁻¹

Geometry as ORCA input:
```
! wB97M-V def2-TZVPD RIJCOSX def2/J DEFGRID3
* xyz 0 1
C 1.759 0.206 0.039
C -1.365 1.722 0.179
C -1.430 -1.986 0.365
C -1.138 0.329 -0.298
N 2.932 0.002 0.530
O 1.961 0.231 -1.296
O -0.795 0.021 -1.390
O -1.429 -0.593 0.659
H -2.333 1.788 0.604
H -1.344 2.402 -0.704
H -0.563 2.074 0.795
H -0.593 -2.456 0.711
H -1.479 -2.153 -0.735
H -2.335 -2.336 0.863
H 3.000 -0.022 1.500
H 3.796 -0.110 -0.047
H 1.355 0.880 -1.778
*
```

What are the Löwdin partial charges on each atom? They are as follows, in elementary charge units: -0.2244, 0.0140, -0.0428, -0.6000, 0.0745, -0.0540, 0.0760, -0.0657, 0.0721, 0.1025, 0.0726, 0.0522, 0.1047, 0.0950, 0.0642, 0.1341, 0.1249

---

The winner here is entry ii, beating the second structure by 17.4 kcal/mol.

---

Entry i
Entry from the Open Molecules 2025 dataset: a molecular structure, C4H9NO3 (ωB97M-V/def2-TZVPD).

E_LUMO ... -3.38 eV
E_HOMO ... -8.348 eV
Frontier orbital gap ... 0.18248 Eh
Molecular weight ... 119.12 g mol⁻¹

Geometry as ORCA input:
```
! wB97M-V def2-TZVPD RIJCOSX def2/J DEFGRID3
* xyz 0 1
O -0.124 -0.239 -1.224
C -0.335 -1.305 -0.361
N 0.201 -1.266 0.862
C 1.036 -0.165 1.116
C 0.123 1.030 1.535
C 0.528 2.356 0.957
O 1.153 2.676 -0.022
H -1.420 -1.496 -0.390
H 0.176 -2.122 -0.988
H 1.804 -0.313 1.884
H 1.490 0.279 0.212
H -0.374 1.439 0.525
H -0.646 0.853 2.273
H -0.046 3.145 1.494
H -0.562 -0.440 -2.083
H -1.564 -2.653 -3.085
O -1.440 -1.780 -2.706
*
```

What are the Löwdin partial charges on each atom? They are as follows, in elementary charge units: -0.0310, -0.3560, 0.1807, -0.1883, -0.0271, -0.3613, 0.0616, 0.1716, 0.2327, 0.1328, 0.1304, 0.1535, 0.1283, 0.1435, 0.0658, -0.0749, -0.3624

---

Entry ii
Entry from the Open Molecules 2025 dataset: 2 unconnected molecules or ions with the total composition C4H9NO3 (ωB97M-V/def2-TZVPD).

E_LUMO ... 0.25 eV
E_HOMO ... -9.412 eV
Frontier orbital gap ... 0.35503 Eh
Molecular weight ... 119.12 g mol⁻¹

Geometry as ORCA input:
```
! wB97M-V def2-TZVPD RIJCOSX def2/J DEFGRID3
* xyz 0 1
C 1.075 1.120 0.937
C 0.840 1.189 -0.675
C -0.471 -0.666 -0.225
C -1.910 -0.979 -0.029
H 0.154 1.428 1.649
H 1.900 1.779 1.057
H 1.559 0.060 1.293
H 0.556 2.226 -0.941
H 1.872 1.120 -1.289
H -2.290 -1.629 -0.872
H -2.054 -1.598 0.858
H -2.714 0.830 -0.962
H 2.118 -2.416 0.160
N 0.312 -1.602 0.162
O -0.115 0.341 -1.138
O -2.468 0.367 0.273
O 1.636 -1.571 -0.259
*
```

What are the Löwdin partial charges on each atom? They are as follows, in elementary charge units: -0.0820, -0.2747, -0.3817, -0.1892, 0.1218, 0.0272, 0.1044, 0.1059, 0.1501, 0.1373, 0.1175, 0.2950, 0.1737, 0.0266, -0.0598, -0.1794, -0.0926

---

Entry iii
Entry from the Open Molecules 2025 dataset: 2 unconnected molecules or ions with the total composition C4H9NO3 (ωB97M-V/def2-TZVPD).

E_LUMO ... 0.22 eV
SMILES string ... CO[C@H](C)O.N=C=O
E_HOMO ... -10.035 eV
Frontier orbital gap ... 0.37689 Eh
Molecular weight ... 119.12 g mol⁻¹

Geometry as ORCA input:
```
! wB97M-V def2-TZVPD RIJCOSX def2/J DEFGRID3
* xyz 0 1
C -1.495 -1.437 0.458
O -1.516 -0.017 0.386
C -0.430 0.575 -0.227
C -0.612 2.077 -0.240
O -0.081 0.060 -1.430
H -1.513 -1.897 -0.533
H -2.392 -1.719 1.004
H -0.612 -1.779 1.010
H 0.558 0.343 0.485
H -0.859 2.439 0.754
H -1.433 2.315 -0.914
H 0.294 2.551 -0.609
H 0.674 -0.645 -1.255
N 2.077 -1.029 -0.402
C 2.061 -0.404 0.670
O 2.381 -0.204 1.785
H 2.898 -1.228 -0.944
*
```

What are the Löwdin partial charges on each atom? They are as follows, in elementary charge units: -0.0673, -0.1092, -0.5606, 0.0035, -0.0221, 0.0906, 0.0907, 0.0878, 0.1313, 0.0869, 0.0902, 0.0864, 0.0878, 0.1369, -0.3972, 0.1567, 0.1077

---

The winner here is entry iii, beating the second structure by 99.2 kcal/mol.

---

Entry i
Entry from the Open Molecules 2025 dataset: a molecular structure, C4H9NO3 (ωB97M-V/def2-TZVPD).

E_LUMO ... 0.06 eV
E_HOMO ... -9.200 eV
Frontier orbital gap ... 0.34046 Eh
Molecular weight ... 119.12 g mol⁻¹

Geometry as ORCA input:
```
! wB97M-V def2-TZVPD RIJCOSX def2/J DEFGRID3
* xyz 0 1
C -0.087 -0.978 -0.289
C 1.048 -0.489 0.515
C -0.056 0.416 0.281
C -0.156 1.545 -0.866
H -1.367 -1.779 0.893
H -1.713 -2.488 -0.667
H 0.261 -0.860 -1.382
H 1.134 -0.918 1.435
H 3.090 -1.350 0.625
H -0.114 1.033 2.053
H 0.291 1.065 -1.904
H 0.405 2.617 -0.602
H -1.840 2.296 -0.257
N -0.884 -2.371 -0.010
O 2.406 -0.453 0.020
O -0.971 0.825 1.323
O -1.447 1.889 -1.169
*
```

What are the Löwdin partial charges on each atom? They are as follows, in elementary charge units: -0.2034, -0.3274, -0.4174, -0.2417, 0.1330, 0.0585, 0.1531, 0.1140, 0.2803, 0.2318, 0.1633, 0.1618, 0.1708, 0.0144, -0.1206, -0.0607, -0.1097

---

Entry ii
Entry from the Open Molecules 2025 dataset: 2 unconnected molecules or ions with the total composition C4H9NO3 (ωB97M-V/def2-TZVPD).

E_LUMO ... 0.62 eV
SMILES string ... C[C@@H](C=O)NC=O.O
E_HOMO ... -9.748 eV
Frontier orbital gap ... 0.38108 Eh
Molecular weight ... 119.12 g mol⁻¹

Geometry as ORCA input:
```
! wB97M-V def2-TZVPD RIJCOSX def2/J DEFGRID3
* xyz 0 1
C 2.101 -1.365 -0.806
C 0.853 -0.389 -0.770
C -0.379 -1.271 -0.595
O -0.643 -1.823 0.436
N 0.914 0.503 0.477
C 0.147 1.707 0.378
O -0.032 2.379 1.399
H 1.855 -2.423 -1.042
H 2.685 -1.323 0.236
H 3.006 -0.877 -1.244
H 0.935 0.182 -1.699
H -0.964 -1.179 -1.507
H 0.622 -0.063 1.241
H 0.205 2.143 -0.635
O -2.507 0.387 -0.349
H -2.806 -0.469 -0.250
H -2.810 0.857 0.416
*
```

What are the Löwdin partial charges on each atom? They are as follows, in elementary charge units: -0.0595, -0.3002, -0.2727, 0.0746, 0.0645, -0.3104, 0.0053, 0.0798, 0.1140, 0.0729, 0.1317, 0.1181, 0.1023, 0.1332, -0.0040, -0.0021, 0.0525

---

Entry iii
Entry from the Open Molecules 2025 dataset: C4H9NO3 in the gas phase (ωB97M-V/def2-TZVPD).

E_LUMO ... 0.76 eV
SMILES string ... CN[C@@H](CO)C(=O)O
E_HOMO ... -9.365 eV
Frontier orbital gap ... 0.37198 Eh
Molecular weight ... 119.12 g mol⁻¹

Geometry as ORCA input:
```
! wB97M-V def2-TZVPD RIJCOSX def2/J DEFGRID3
* xyz 0 1
C -1.222 -2.245 -0.384
N -1.288 -0.781 -0.303
C 0.042 -0.217 0.008
C 1.041 -0.192 -1.132
O 2.345 -0.471 -0.651
C -0.159 1.152 0.647
O 0.226 2.214 0.238
O -0.885 1.035 1.789
H -1.391 -2.618 0.619
H -0.228 -2.548 -0.700
H -1.991 -2.607 -1.048
H -1.463 -0.386 -1.222
H 0.556 -0.774 0.803
H 1.080 0.732 -1.684
H 0.736 -0.918 -1.904
H 2.914 0.307 -0.735
H -0.632 1.720 2.421
*
```

What are the Löwdin partial charges on each atom? They are as follows, in elementary charge units: -0.1039, -0.0599, -0.2706, -0.2245, -0.0487, -0.4679, 0.1204, 0.0945, 0.0805, 0.0713, 0.0789, 0.1091, 0.1594, 0.1179, 0.1223, 0.0976, 0.1236

---

The winner here is entry iii, beating the second structure by 27.5 kcal/mol.